Entry 1:
{
  "formula": "H18O9",
  "method": "ωB97M-V/def2-TZVPD",
  "e_homo_ev": -10.86,
  "largest_force_ev_per_a": 11.6,
  "smiles": "O.O.O.O.O.O.O.O.O",
  "species": ["O", "H", "H", "O", "H", "H", "O", "H", "H", "O", "H", "H", "O", "H", "H", "O", "H", "H", "O", "H", "H", "O", "H", "H", "O", "H", "H"],
  "xyz": [[-3.192852, 1.327074, 0.527259], [-2.946852, 2.124074, 0.868259], [-2.434852, 0.762074, 0.329259], [1.840148, -2.749926, -0.723741], [1.462148, -3.551926, -0.311741], [0.998148, -2.445926, -1.095741], [0.409148, 1.716074, 1.310259], [-0.119852, 2.291074, 1.804259], [0.846148, 2.046074, 0.424259], [-0.722852, -2.434926, 2.206259], [-0.652852, -1.862926, 1.512259], [-0.527852, -3.037926, 1.667259], [-0.088852, -1.336926, -2.279741], [0.537148, -1.013926, -2.977741], [-0.697852, -2.030926, -2.647741], [1.777148, 2.021074, -1.184741], [2.136148, 1.404074, -0.575741], [1.075148, 1.416074, -1.548741], [1.780148, 0.356074, 3.601259], [1.299148, 0.499074, 2.763259], [1.154148, 0.535074, 4.171259], [-0.527852, 1.409074, -2.338741], [-0.308852, 1.931074, -3.097741], [-0.949852, 0.635074, -2.594741], [-0.970852, -0.279926, 0.213259], [-0.522852, 0.565074, 0.673259], [-0.649852, -0.292926, -0.694741]],
  "forces_ev_per_a": [[-1.83, -3.12, -1.44], [1.29, 3.15, 1.31], [0.24, 0.01, 0.13], [-1.26, -1.00, 0.29], [1.03, 0.19, 0.13], [0.42, 0.79, -0.32], [2.24, -1.67, -2.85], [-0.93, 2.00, 0.58], [-1.41, 0.28, 2.21], [-2.33, 5.00, 7.93], [-0.26, 4.89, -2.32], [2.52, -9.82, -5.56], [-0.30, -0.42, -1.19], [-0.92, -0.85, 0.71], [1.07, 1.05, 0.15], [-1.51, -0.54, -0.40], [1.68, -0.81, 1.01], [0.22, 1.20, -0.26], [4.22, -1.13, -5.26], [0.69, -0.15, 0.17], [-4.83, 1.28, 5.15], [1.10, 1.88, 1.45], [-0.04, 0.39, -0.76], [-1.32, -2.13, -0.96], [0.85, 1.80, 1.11], [-0.74, -2.22, -1.11], [0.09, -0.08, 0.11]],
  "lowdin_charge": [-0.0273, -0.0342, -0.0199, -0.0713, 0.0458, -0.0223, -0.0473, 0.0461, 0.0979, 0.0771, -0.0459, -0.0978, -0.0779, 0.1045, 0.1123, -0.0462, 0.0254, 0.0213, 0.0032, 0.0193, -0.0637, -0.0058, 0.0700, 0.0013, -0.1122, 0.0608, -0.0130]
}


Entry 2:
{
  "formula": "C25H49N2O11SSbSi3Sr",
  "method": "ωB97M-V/def2-TZVPD",
  "e_homo_ev": -3.27,
  "largest_force_ev_per_a": 0.3,
  "total_charge": -2,
  "species": ["Sr", "O", "C", "O", "C", "C", "C", "C", "C", "O", "C", "C", "O", "O", "H", "H", "H", "H", "H", "H", "H", "H", "O", "S", "O", "O", "O", "N", "C", "N", "C", "C", "O", "C", "C", "H", "H", "H", "H", "H", "H", "H", "H", "C", "Si", "C", "C", "Sb", "Si", "C", "C", "C", "Si", "C", "C", "C", "H", "H", "H", "H", "H", "H", "H", "H", "H", "H", "H", "H", "H", "H", "H", "H", "H", "H", "H", "H", "H", "H", "H", "H", "H", "H", "H", "C", "C", "C", "O", "H", "H", "H", "H", "H", "H"],
  "xyz": [[-0.294320, 1.270378, 2.104298], [-0.880893, 5.374345, 3.208660], [-0.834879, 4.499826, 2.344359], [-1.444137, 3.378201, 2.344248], [0.009032, 4.801132, 1.082803], [-0.439699, 3.999482, -0.148121], [0.013445, 4.693959, -1.433726], [1.542825, 4.458992, -1.375210], [1.667089, 3.583562, -0.116006], [0.428233, 2.843031, -0.124861], [1.543400, 4.461281, 1.138611], [2.139072, 3.714174, 2.356520], [3.037646, 4.284158, 2.979280], [1.718677, 2.526063, 2.541790], [-0.102021, 5.871525, 0.902325], [-1.475108, 3.672377, -0.120451], [-0.430138, 4.206983, -2.302780], [-0.261937, 5.749078, -1.447481], [1.905704, 3.943503, -2.265016], [2.111522, 5.382480, -1.262607], [2.502951, 2.887018, -0.105383], [2.130539, 5.372107, 1.030776], [-2.042850, -2.458938, 1.047167], [-1.489793, -1.640306, 2.136585], [-1.531407, -2.352861, 3.417269], [-0.058956, -1.267075, 1.807957], [-2.230140, -0.340588, 2.218056], [-0.040065, 0.524100, 4.679948], [0.630380, -0.377160, 4.942667], [1.413784, -1.411914, 5.238118], [1.420187, -2.545968, 4.295539], [2.045568, -3.722815, 5.005896], [3.353903, -3.425127, 5.495256], [3.317366, -2.333559, 6.392530], [2.748471, -1.086789, 5.741664], [2.000980, -2.281303, 3.405730], [0.391233, -2.748094, 3.988397], [2.157150, -4.559285, 4.317845], [1.407773, -4.032117, 5.844634], [4.343513, -2.155928, 6.715958], [2.706691, -2.592375, 7.269457], [3.397844, -0.759834, 4.920809], [2.672171, -0.277460, 6.467453], [2.550785, -0.446594, 0.077869], [1.829453, -0.530615, -1.650691], [2.683904, -1.937968, -2.574487], [2.268247, 1.058168, -2.559870], [-0.718283, -0.665078, -1.467919], [-1.166584, -0.098297, -3.920056], [-1.237878, 1.776596, -4.053897], [-2.862027, -0.768185, -4.390377], [0.065447, -0.710503, -5.218755], [-0.936871, -3.212896, -1.641948], [0.167691, -4.046642, -0.374091], [-0.376570, -3.860861, -3.337083], [-2.731403, -3.752618, -1.542058], [3.639556, -0.558420, 0.048101], [2.121809, -1.221721, 0.715110], [2.336561, 0.518052, 0.550024], [3.763106, -1.751188, -2.582561], [2.341705, -2.001816, -3.609438], [2.511944, -2.903383, -2.097158], [3.321603, 1.315234, -2.409586], [1.656761, 1.871078, -2.168036], [2.083805, 0.980875, -3.633418], [-2.001637, 2.160219, -3.373118], [-1.490219, 2.091033, -5.071874], [-0.280202, 2.227442, -3.782089], [-3.611839, -0.347863, -3.715464], [-2.901830, -1.857472, -4.320371], [-3.119696, -0.481693, -5.415395], [1.066062, -0.311033, -5.043667], [-0.258996, -0.380903, -6.211833], [0.135482, -1.798823, -5.227092], [1.185768, -4.155598, -0.756900], [-0.221364, -5.044943, -0.150927], [0.182821, -3.472583, 0.551572], [0.648893, -3.578070, -3.579673], [-1.029533, -3.503203, -4.136764], [-0.432648, -4.955521, -3.328116], [-3.158573, -3.476539, -0.580705], [-2.782297, -4.840406, -1.664368], [-3.314803, -3.298366, -2.347783], [-4.400577, -0.564336, -0.369638], [-4.266499, 0.899179, -0.670541], [-4.250316, 1.827789, 0.513077], [-4.174992, 1.319159, -1.810079], [-5.329841, -0.742013, 0.178829], [-3.590127, -0.892080, 0.290185], [-4.394610, -1.142608, -1.291855], [-5.071613, 1.590062, 1.191746], [-4.311958, 2.863507, 0.185975], [-3.338398, 1.684214, 1.096227]],
  "forces_ev_per_a": [[-0.05, -0.01, 0.01], [0.00, 0.00, 0.00], [0.02, -0.01, -0.02], [0.02, 0.00, -0.01], [-0.01, 0.00, 0.00], [-0.01, 0.00, -0.01], [0.00, 0.02, 0.00], [0.01, 0.02, 0.00], [0.01, 0.00, 0.00], [0.00, -0.05, 0.03], [-0.02, 0.00, 0.01], [0.04, -0.01, -0.03], [-0.01, 0.01, 0.02], [-0.01, 0.00, -0.02], [0.00, 0.00, 0.00], [0.00, 0.00, -0.01], [0.00, 0.00, 0.00], [0.00, 0.00, 0.00], [-0.01, 0.02, 0.02], [0.00, 0.00, -0.01], [0.00, 0.01, 0.00], [0.00, 0.00, 0.00], [0.01, 0.00, -0.03], [-0.04, -0.04, 0.06], [0.03, 0.01, -0.01], [0.02, 0.01, 0.03], [0.01, 0.03, -0.01], [0.00, 0.00, 0.20], [0.01, -0.06, -0.29], [0.01, 0.02, 0.09], [-0.03, -0.01, 0.03], [-0.01, 0.00, 0.01], [0.00, 0.00, 0.00], [0.00, 0.01, 0.00], [0.02, 0.01, -0.01], [-0.01, 0.00, 0.00], [0.01, 0.01, -0.02], [0.00, 0.00, 0.00], [0.00, 0.00, 0.00], [0.00, 0.00, 0.00], [0.00, 0.00, 0.00], [0.00, 0.01, 0.00], [0.00, 0.00, 0.00], [-0.01, 0.02, 0.00], [-0.01, 0.01, -0.01], [0.01, 0.01, 0.00], [-0.01, 0.00, 0.00], [0.02, 0.01, 0.02], [-0.01, -0.01, 0.00], [0.01, 0.01, 0.00], [0.00, 0.02, 0.00], [0.00, 0.01, -0.01], [0.00, -0.01, 0.02], [-0.02, 0.00, 0.01], [0.02, 0.01, 0.00], [0.01, -0.01, -0.01], [0.00, 0.00, 0.00], [-0.01, -0.02, 0.01], [0.01, 0.00, 0.00], [0.00, 0.00, 0.00], [0.00, 0.01, 0.01], [0.00, -0.01, 0.00], [0.01, 0.00, 0.00], [0.01, -0.02, -0.01], [0.01, 0.01, 0.02], [0.00, 0.00, 0.00], [0.00, 0.00, 0.00], [-0.01, 0.00, 0.00], [0.00, -0.01, 0.00], [0.00, -0.01, 0.00], [0.00, 0.00, 0.00], [-0.01, -0.01, -0.01], [0.00, 0.00, 0.00], [0.00, -0.01, 0.00], [0.01, 0.00, 0.00], [0.00, 0.00, 0.00], [0.00, 0.00, -0.01], [-0.02, -0.01, 0.00], [0.00, 0.00, 0.00], [0.00, 0.00, 0.00], [0.00, 0.00, 0.00], [0.00, 0.00, 0.00], [0.00, 0.00, 0.00], [0.01, 0.00, 0.01], [0.02, -0.01, 0.00], [0.00, 0.06, 0.00], [-0.01, 0.01, 0.01], [-0.01, 0.00, 0.00], [0.01, 0.00, -0.01], [0.00, 0.00, -0.01], [0.00, 0.01, 0.01], [0.00, 0.00, -0.01], [0.00, -0.07, -0.02]],
  "lowdin_charge": [1.4554, 0.0058, -0.6543, -0.2158, -0.1049, -0.2591, -0.0963, -0.1026, -0.2699, -0.1567, -0.1044, -0.6485, -0.0082, -0.2106, 0.1410, 0.1499, 0.0930, 0.1096, 0.0897, 0.1091, 0.1489, 0.1365, -0.4430, 0.2076, -0.3772, -0.5671, -0.5179, 0.1482, -0.2537, -0.0748, -0.1191, -0.1799, -0.1412, -0.2113, -0.1262, 0.1313, 0.0945, 0.1251, 0.1259, 0.1198, 0.1223, 0.1375, 0.1318, -0.2122, 0.2989, -0.2269, -0.2257, 0.9700, 0.2706, -0.2325, -0.2299, -0.2283, 0.3135, -0.2115, -0.2396, -0.2261, 0.0322, 0.0079, 0.0127, 0.0242, 0.0062, 0.0053, 0.0371, -0.0096, 0.0089, 0.0188, 0.0245, 0.0053, 0.0082, 0.0040, 0.0225, -0.0006, 0.0214, 0.0016, 0.0097, 0.0307, 0.0028, -0.0035, 0.0050, 0.0229, 0.0059, 0.0248, 0.0096, -0.0324, -0.5048, -0.0121, 0.0180, 0.0902, 0.0451, 0.0676, 0.0870, 0.0808, 0.0621]
}


Entry 3:
{
  "formula": "C3H14O4",
  "method": "ωB97M-V/def2-TZVPD",
  "spin_multiplicity": 2,
  "e_homo_ev": [-13.44, -13.43],
  "largest_force_ev_per_a": 2.3,
  "total_charge": 1,
  "s_squared": 0.755,
  "species": ["C", "O", "H", "H", "H", "H", "C", "O", "H", "H", "H", "H", "C", "O", "H", "H", "H", "H", "O", "H", "H"],
  "xyz": [[26.789210, 22.743140, 18.107490], [26.283570, 23.462140, 17.044620], [26.251130, 23.061110, 19.000510], [26.552890, 21.692090, 17.941560], [27.867090, 22.771420, 18.267080], [25.730140, 24.157860, 17.406960], [24.134200, 20.655920, 17.956640], [24.352310, 21.342840, 16.685180], [25.064350, 20.291240, 18.392460], [23.728180, 21.360880, 18.682080], [23.542090, 19.745010, 17.868530], [25.013670, 22.026570, 16.814490], [20.752220, 18.942020, 17.877100], [21.239260, 18.547160, 19.125740], [21.211050, 18.393290, 17.054610], [19.667000, 18.869630, 17.805400], [20.941980, 20.001070, 17.702480], [20.774490, 19.102200, 19.756230], [22.215080, 21.023610, 14.571090], [22.060550, 21.965000, 14.649430], [22.945110, 20.849980, 15.165340]],
  "forces_ev_per_a": [[-0.03, -1.23, 1.48], [-0.50, 0.86, -1.35], [0.40, -0.23, 0.45], [0.19, -0.18, 0.14], [0.02, 0.55, -0.22], [0.16, 0.25, -0.30], [1.01, 0.92, -0.55], [-1.12, -1.76, 1.08], [0.21, 0.06, -0.14], [-0.40, -0.12, 0.09], [-0.35, 0.29, -0.55], [0.35, 0.49, -0.12], [1.26, -1.58, -0.57], [-0.27, 0.17, -1.99], [0.16, -0.23, 0.41], [-0.81, 0.15, 0.41], [0.03, 1.11, 0.20], [-0.39, 0.45, 1.32], [-0.59, -0.44, 0.05], [0.02, 0.29, -0.06], [0.65, 0.17, 0.22]],
  "lowdin_charge": [-0.1676, -0.0942, 0.0972, 0.0581, 0.0948, 0.0998, -0.1251, -0.1242, 0.0740, 0.0836, 0.0538, 0.0234, 0.0255, 0.2659, 0.1350, 0.1660, 0.1606, 0.1652, -0.0265, 0.0414, -0.0067]
}


Entry 4:
{
  "formula": "C18H13N2PtS2",
  "method": "ωB97M-V/def2-TZVPD",
  "e_homo_ev": -11.84,
  "largest_force_ev_per_a": 0.6,
  "total_charge": 1,
  "species": ["Pt", "S", "C", "C", "C", "C", "C", "C", "S", "H", "H", "H", "H", "C", "C", "C", "C", "C", "C", "N", "N", "C", "C", "C", "C", "C", "C", "H", "H", "H", "H", "H", "H", "H", "H", "H"],
  "xyz": [[0.119643, -0.158748, 0.232226], [2.002603, -0.133522, -0.929846], [2.227155, -1.647219, -1.781174], [3.325144, -1.869175, -2.616098], [3.430607, -3.089078, -3.247596], [2.453561, -4.078559, -3.062899], [1.368118, -3.851479, -2.245193], [1.270352, -2.616772, -1.598197], [-0.056638, -2.228173, -0.524507], [4.076027, -1.100518, -2.751278], [4.277305, -3.283035, -3.891853], [2.550982, -5.030778, -3.566086], [0.610329, -4.610273, -2.094707], [1.487669, -0.264569, 5.704499], [0.518085, 0.735189, 5.692853], [-0.097047, 1.094156, 4.510507], [0.268075, 0.439064, 3.335787], [1.234603, -0.555707, 3.335250], [1.843749, -0.907620, 4.530587], [-0.347885, 0.793028, 2.082502], [-1.239261, 1.655855, 2.098585], [-1.757445, 1.911340, 0.816976], [-2.732553, 2.871261, 0.642425], [-3.218633, 3.104107, -0.644683], [-2.729649, 2.381336, -1.717079], [-1.739916, 1.403850, -1.540710], [-1.260954, 1.172824, -0.272311], [1.966273, -0.538848, 6.635162], [0.244002, 1.235726, 6.611345], [-0.849838, 1.868020, 4.484830], [1.516793, -1.059618, 2.421066], [2.596468, -1.683690, 4.539147], [-3.099443, 3.424893, 1.496495], [-3.982007, 3.853931, -0.800106], [-3.112843, 2.568134, -2.711481], [-1.364291, 0.844712, -2.386761]],
  "forces_ev_per_a": [[0.21, -0.35, 0.10], [0.00, -0.13, 0.10], [0.01, 0.16, -0.08], [-0.01, 0.05, 0.02], [-0.07, -0.08, 0.03], [0.07, 0.07, 0.00], [-0.04, 0.01, 0.03], [-0.17, -0.04, -0.03], [0.18, 0.07, 0.00], [-0.02, -0.01, -0.03], [-0.01, -0.01, 0.00], [0.01, 0.01, 0.00], [0.01, 0.01, -0.03], [0.00, 0.01, 0.03], [0.01, -0.02, -0.03], [-0.04, 0.02, 0.00], [-0.11, 0.12, -0.31], [0.03, -0.04, 0.03], [0.00, 0.00, -0.03], [0.12, -0.09, 0.60], [-0.09, 0.12, -0.40], [0.01, -0.01, 0.18], [-0.05, 0.06, -0.03], [0.02, -0.02, 0.05], [0.01, -0.02, -0.04], [-0.05, 0.03, 0.04], [-0.05, 0.08, -0.16], [-0.01, 0.00, -0.01], [0.00, 0.00, -0.01], [0.01, 0.00, 0.02], [-0.01, 0.00, -0.05], [0.00, 0.01, 0.00], [0.00, -0.01, -0.01], [0.01, -0.01, -0.01], [0.01, 0.00, 0.01], [-0.01, 0.01, 0.00]],
  "lowdin_charge": [0.8411, 0.7010, -0.6682, -0.0905, -0.0565, -0.0568, -0.0897, -0.6682, 0.6951, 0.1162, 0.1157, 0.1155, 0.1161, -0.0491, -0.0495, -0.0103, -0.2335, -0.0357, -0.0540, -0.0901, 0.1238, -0.2823, 0.0154, -0.0380, -0.0398, -0.0689, -0.2748, 0.1163, 0.1164, 0.1122, 0.0754, 0.1159, 0.1281, 0.1196, 0.1196, 0.1123]
}